No. 1
Computed, not measured: 16 unconnected molecules or ions with the total composition C23H78N10O16 in a non-equilibrium geometry, with ωB97M-V with the def2-TZVPD basis set.

Last column: Löwdin charge in e.
Atoms and positions in Å:
C (-3.535354, -2.367157, 0.480638)  -0.070
C (-3.904354, -3.144157, -0.737362)  -0.320
O (-5.308354, -3.511157, -0.742362)  -0.087
H (-2.458354, -2.214157, 0.442638)  0.055
H (-3.726354, -2.909157, 1.430638)  0.097
H (-4.115354, -1.445157, 0.563638)  0.076
H (-3.420354, -4.070157, -0.811362)  0.076
H (-3.640354, -2.682157, -1.707362)  0.085
H (-5.655354, -3.947157, -1.549362)  0.094
C (-0.205354, -0.510157, -0.761362)  -0.037
C (-0.412354, -0.052157, 0.704638)  -0.251
O (-1.734354, 0.422843, 0.755638)  -0.119
H (0.693646, -1.103157, -0.857362)  0.051
H (-0.090354, 0.269843, -1.447362)  0.042
H (-0.967354, -1.173157, -1.074362)  0.040
H (0.394646, 0.636843, 1.005638)  0.111
H (-0.445354, -0.890157, 1.392638)  0.074
H (-1.785354, 1.087843, 1.495638)  0.058
C (2.712646, 3.368843, 1.466638)  -0.066
C (3.710646, 3.005843, 2.653638)  -0.238
O (3.589646, 1.603843, 2.747638)  -0.169
H (1.929646, 2.626843, 1.234638)  0.048
H (3.243646, 3.610843, 0.477638)  0.098
H (2.243646, 4.276843, 1.729638)  0.044
H (3.387646, 3.387843, 3.626638)  0.102
H (4.776646, 3.276843, 2.506638)  0.121
H (2.778646, 1.458843, 3.313638)  0.013
C (1.678646, -3.959157, 0.292638)  -0.076
C (0.325646, -4.467157, 0.444638)  -0.318
O (0.111646, -5.696157, -0.296362)  -0.072
H (2.437646, -4.486157, 0.820638)  0.083
H (1.731646, -2.999157, 0.828638)  0.066
H (2.014646, -3.705157, -0.667362)  0.049
H (-0.406354, -3.710157, 0.159638)  0.081
H (0.105646, -4.642157, 1.523638)  0.125
H (-0.828354, -5.903157, -0.167362)  0.090
C (-4.047354, -0.332157, 3.363638)  -0.083
C (-2.632354, -0.810157, 3.463638)  -0.338
O (-2.589354, -1.510157, 4.674638)  -0.065
H (-4.320354, 0.070843, 2.449638)  0.035
H (-4.191354, 0.567843, 4.016638)  0.091
H (-4.809354, -1.056157, 3.647638)  0.087
H (-1.858354, -0.017157, 3.452638)  0.098
H (-2.372354, -1.637157, 2.724638)  0.099
H (-2.687354, -0.888157, 5.335638)  0.039
C (5.085646, -1.190157, -0.253362)  -0.073
C (3.836646, -0.652157, 0.346638)  -0.316
O (4.128646, 0.712843, 0.309638)  -0.091
H (5.936646, -1.092157, 0.357638)  0.075
H (5.124646, -0.729157, -1.244362)  0.078
H (4.897646, -2.235157, -0.495362)  0.065
H (3.635646, -0.934157, 1.377638)  0.099
H (2.938646, -0.936157, -0.224362)  0.097
H (3.982646, 1.171843, 1.129638)  0.026
C (-3.626354, 0.031843, -2.418362)  -0.068
C (-4.173354, 1.049843, -1.456362)  -0.291
O (-3.046354, 1.782843, -1.189362)  -0.117
H (-3.059354, 0.318843, -3.274362)  0.058
H (-4.442354, -0.684157, -2.640362)  0.081
H (-3.027354, -0.608157, -1.721362)  0.058
H (-4.570354, 0.631843, -0.482362)  0.132
H (-4.832354, 1.778843, -1.836362)  0.105
H (-2.547354, 1.304843, -0.495362)  0.057
C (-1.319354, 2.707843, 3.552638)  -0.655
O (-2.340354, 2.235843, 2.770638)  -0.093
N (-1.311354, 2.743843, 4.826638)  0.204
N (-0.250354, 3.007843, 2.961638)  0.141
H (-2.137354, 2.592843, 5.482638)  0.170
H (-0.405354, 2.926843, 5.287638)  0.069
H (-0.457354, 3.035843, 1.962638)  0.086
H (0.421646, 3.765843, 3.215638)  0.172
C (-0.507354, -0.088157, -5.294362)  -0.601
O (-0.380354, 1.005843, -6.224362)  -0.172
N (-1.140354, -1.088157, -5.601362)  0.201
N (-0.091354, 0.026843, -4.073362)  0.127
H (-1.474354, -1.200157, -6.598362)  0.175
H (-1.236354, -1.906157, -4.948362)  0.114
H (0.674646, 0.648843, -3.742362)  0.070
H (-0.194354, -0.737157, -3.419362)  0.096
C (2.184646, 1.947843, -2.362362)  -0.585
O (1.691646, 2.512843, -1.195362)  -0.072
N (1.613646, 2.045843, -3.524362)  0.175
N (3.267646, 1.335843, -2.456362)  0.162
H (2.153646, 1.992843, -4.337362)  0.127
H (0.835646, 2.656843, -3.602362)  0.070
H (3.573646, 1.065843, -1.475362)  0.126
H (3.842646, 1.235843, -3.364362)  0.200
C (1.791646, 1.525843, 5.244638)  -0.605
O (1.319646, 2.740843, 5.772638)  -0.149
N (1.376646, 1.249843, 4.037638)  0.121
N (2.636646, 0.722843, 5.722638)  0.206
H (0.645646, 1.886843, 3.551638)  0.072
H (1.378646, 0.326843, 3.453638)  0.117
H (3.125646, 1.113843, 6.535638)  0.147
H (3.015646, -0.139157, 5.338638)  0.140
C (-1.277354, 3.289843, -3.701362)  -0.691
O (-1.932354, 4.431843, -3.322362)  -0.128
N (-1.425354, 2.114843, -3.241362)  0.205
N (-0.553354, 3.358843, -4.743362)  0.116
H (-2.061354, 1.965843, -2.516362)  0.031
H (-0.964354, 1.266843, -3.672362)  0.054
H (-0.183354, 4.219843, -5.206362)  0.155
H (-0.549354, 2.490843, -5.314362)  0.062
C (0.771646, -1.975157, 3.562638)  -0.048
O (1.715646, -1.148157, 2.776638)  -0.143
H (0.786646, -1.694157, 4.566638)  0.067
H (1.150646, -3.004157, 3.479638)  0.095
H (-0.191354, -2.122157, 3.157638)  0.046
H (2.316646, -1.792157, 2.553638)  0.010
C (3.095646, -2.281157, -2.980362)  -0.104
O (2.143646, -1.206157, -3.137362)  -0.154
H (3.491646, -2.326157, -1.966362)  0.035
H (3.936646, -1.987157, -3.628362)  0.089
H (2.652646, -3.194157, -3.348362)  0.083
H (2.577646, -0.377157, -2.910362)  0.009
C (-0.809354, 4.261843, -0.485362)  -0.093
O (-0.444354, 3.062843, 0.239638)  -0.168
H (-0.169354, 4.365843, -1.346362)  0.067
H (-0.771354, 5.224843, 0.074638)  0.086
H (-1.828354, 4.300843, -0.634362)  0.044
H (0.387646, 2.713843, -0.095362)  -0.002
C (-0.673354, -3.599157, -2.429362)  -0.114
O (-1.479354, -3.044157, -3.455362)  -0.129
H (-0.448354, -4.627157, -2.664362)  0.097
H (-1.379354, -3.576157, -1.601362)  0.055
H (0.110646, -2.972157, -2.264362)  0.034
H (-2.260354, -3.598157, -3.440362)  0.087

Atoms 1-6, force components in eV/Å:
-0.3752 -0.3558 0.6872
-1.7601 -0.4908 -1.6963
-0.5149 0.4169 0.1639
0.0195 0.5500 0.0323
-0.0654 -0.0655 -0.7002
0.4592 0.1060 -0.2067

Summary:
HOMO-LUMO gap (eV): 7.3
Charge: 0
LUMO level (eV): -0.0678

---

No. 2
Computed, not measured: 2 unconnected molecules or ions with the total composition C2H9NOS in a non-equilibrium geometry, with ωB97M-V with the def2-TZVPD basis set.

Last column: Löwdin charge in e.
Atoms and positions in Å:
C (0.361247, 1.360056, -1.719471)  -0.494
S (-1.216421, 2.253223, -1.312265)  0.578
H (0.802728, 1.874069, -2.590613)  0.021
H (0.139919, 0.373418, -2.089058)  0.004
H (1.055213, 1.384419, -0.883762)  0.014
H (-1.269009, 1.543166, -0.130109)  -0.172
N (-0.461760, -0.291553, 1.630388)  0.017
C (-0.188622, -1.548041, 0.950637)  -0.327
O (0.593591, -1.265378, -0.214339)  -0.090
H (-1.016923, -0.393882, 2.464781)  0.070
H (0.423057, 0.170086, 1.780782)  0.069
H (-1.129609, -1.945601, 0.590516)  0.112
H (0.376329, -2.311109, 1.503818)  0.111
H (1.530262, -1.202873, 0.018695)  0.087

Atoms 1-6, force components in eV/Å:
-0.3339 1.1095 -1.2442
0.9602 -1.1459 0.9835
-0.0549 0.0909 0.5062
-0.0302 -0.4169 0.4254
-0.1395 -0.1178 -0.0888
-0.4009 0.5834 -0.6628

Summary:
HOMO-LUMO gap (eV): 9.2
SMILES: NCO.CS
Charge: 0
LUMO level (eV): 0.6778

---

No. 3
Computed, not measured: a molecular structure, C30H48Cl2N3O7PdSi in a non-equilibrium geometry, with ωB97M-V with the def2-TZVPD basis set.

Last column: Löwdin charge in e.
Atoms and positions in Å:
C (2.851819, -2.392509, -3.992181)  -0.029
C (2.213560, -1.736265, -5.177158)  -0.226
H (2.939904, -3.472482, -4.139171)  0.068
H (2.243867, -2.217857, -3.098643)  0.087
H (3.860909, -1.996545, -3.807324)  0.094
C (2.177699, -2.279911, -6.403496)  -0.104
C (2.793392, -3.583081, -6.786804)  -0.106
H (1.674236, -1.747558, -7.217107)  0.100
H (2.630331, -4.366393, -6.033050)  0.068
H (3.880474, -3.481229, -6.929239)  0.081
H (2.364710, -3.941306, -7.732707)  0.068
Pd (-0.467390, -0.317016, 2.546376)  0.613
Cl (1.214080, -0.620896, 1.019302)  0.032
C (-0.713924, 2.115378, 0.985671)  -0.284
O (-1.462881, 1.241655, 1.524510)  -0.134
N (-1.240083, 3.036871, 0.191376)  -0.171
C (-2.650885, 2.989792, -0.174600)  -0.030
C (-0.404810, 4.016071, -0.491807)  -0.042
H (0.376335, 2.126653, 1.130697)  0.120
H (-3.223521, 2.576557, 0.659407)  0.092
H (-2.808976, 2.359603, -1.064716)  0.080
H (-2.973337, 4.011378, -0.398256)  0.085
H (0.555771, 4.078785, 0.028890)  0.097
H (-0.902033, 4.991402, -0.479998)  0.085
H (-0.215531, 3.738705, -1.538256)  0.059
H (-3.738079, 2.007916, 5.947252)  0.093
H (-2.137259, 1.679318, 8.003358)  0.090
C (-3.654257, 0.913894, 5.935819)  -0.037
C (-1.864169, 0.677068, 7.647176)  -0.041
N (-2.295044, 0.514035, 6.260736)  -0.179
H (-3.911573, 0.534968, 4.946162)  0.087
C (-1.510590, -0.001039, 5.322351)  -0.293
O (-1.893107, -0.021232, 4.113773)  -0.144
H (-0.775522, 0.551403, 7.711067)  0.089
H (-0.545058, -0.426302, 5.641182)  0.100
H (-4.334416, 0.517530, 6.695839)  0.084
H (-2.357246, -0.067766, 8.289667)  0.085
H (0.466085, -4.901654, 2.069907)  0.094
H (-0.296128, -3.253613, -0.077437)  0.075
C (-0.613656, -4.998454, 2.259521)  -0.075
C (-1.226725, -3.774087, 0.196120)  -0.048
N (-1.349620, -3.906702, 1.639495)  -0.189
H (-0.789256, -4.984754, 3.338937)  0.080
C (-1.715277, -2.841629, 2.352897)  -0.409
O (-1.928651, -1.707590, 1.816870)  -0.172
H (-2.078155, -3.202319, -0.187164)  0.090
H (-1.831220, -3.013760, 3.429904)  0.092
H (-0.968205, -5.940982, 1.829729)  0.077
H (-1.212642, -4.780290, -0.229046)  0.082
O (0.362713, -0.767555, -4.065276)  -0.171
C (1.482573, -0.433093, -4.873225)  -0.294
C (-0.005763, 0.039937, -6.890603)  -0.045
C (1.117096, 0.351676, -6.119501)  -0.199
H (-0.695264, -0.739638, -6.552968)  0.120
C (-0.214176, 0.694554, -8.112550)  -0.083
H (2.175460, 0.167336, -4.268464)  0.150
C (2.005713, 1.350589, -6.539385)  -0.029
H (-1.077854, 0.429803, -8.724294)  0.099
C (0.695922, 1.659935, -8.556401)  -0.104
C (1.803342, 1.989929, -7.765404)  -0.088
H (2.869644, 1.580707, -5.910684)  0.118
H (0.540918, 2.149886, -9.524933)  0.097
H (2.524427, 2.734014, -8.117848)  0.099
Si (-0.816998, -0.008397, -3.168370)  0.389
Cl (0.485385, -2.031994, 3.821574)  0.053
C (-2.426551, -0.699543, -3.823107)  -0.163
C (-0.730876, 1.847554, -3.401270)  -0.150
C (-0.582952, -0.519091, -1.411972)  -0.224
H (-2.553681, -0.538574, -4.902694)  0.016
H (-3.275570, -0.227920, -3.307390)  0.028
H (-2.464692, -1.782494, -3.635435)  0.035
H (-0.302626, -1.579879, -1.357186)  0.012
H (-1.469995, -0.367049, -0.779776)  0.041
H (0.245279, 0.063830, -0.984105)  -0.055
H (-0.739814, 2.146410, -4.461905)  0.033
H (0.177568, 2.271574, -2.946849)  0.029
H (-1.608758, 2.316496, -2.928301)  0.016
O (0.124150, 2.695555, 5.366760)  0.010
C (1.200365, 2.216083, 6.017945)  -0.289
C (1.465494, 2.641249, 7.333930)  -0.048
C (2.497214, 2.053753, 8.055296)  -0.119
C (3.271576, 1.033226, 7.493009)  -0.113
C (3.039636, 0.635023, 6.178748)  -0.025
C (2.045081, 1.245108, 5.415698)  -0.075
C (1.885354, 0.835575, 3.974685)  -0.601
O (2.787964, 0.246886, 3.399947)  -0.020
O (0.696576, 1.174904, 3.457241)  -0.256
H (0.108134, 2.194840, 4.464482)  0.074
H (0.820882, 3.417248, 7.753132)  0.106
H (2.702086, 2.407522, 9.063952)  0.089
H (4.055902, 0.544104, 8.064831)  0.086
H (3.625174, -0.143838, 5.692792)  0.120

Atoms 1-6, force components in eV/Å:
0.0115 -0.0905 0.1350
-0.4885 -0.2048 -0.8482
0.0468 0.1446 0.0727
0.1526 0.0036 -0.0695
-0.2119 -0.0321 -0.0036
-0.0972 0.5450 0.3685

Summary:
HOMO-LUMO gap (alpha / beta) (eV): 5.6 / 6.6
Spin multiplicity: 3
Charge: -1
LUMO level (alpha / beta) (eV): 2.3155 / 2.3149

---

No. 4
Computed, not measured: 2 unconnected molecules or ions with the total composition C23H10BF9N5O2 in a non-equilibrium geometry, with ωB97M-V with the def2-TZVPD basis set.

Last column: Löwdin charge in e.
Atoms and positions in Å:
F (1.058878, 9.364925, 6.573790)  0.034
C (1.042382, 8.108973, 5.971515)  -0.206
C (-0.042908, 7.811302, 5.145005)  0.069
C (-0.013804, 6.606381, 4.463974)  -0.157
F (-1.088324, 6.342740, 3.623784)  0.067
C (1.032353, 5.673858, 4.556226)  0.032
B (0.935964, 4.363686, 3.770510)  -0.146
C (-0.362857, 3.819900, 3.082010)  0.006
C (-1.387699, 2.987088, 3.598172)  -0.158
F (-1.247801, 2.521379, 4.902227)  0.044
C (-2.547660, 2.669086, 2.877848)  0.074
C (-2.712421, 3.244195, 1.616914)  -0.225
F (-3.943482, 3.091792, 0.989902)  0.025
C (-1.713686, 4.009319, 1.013913)  0.060
C (-0.560716, 4.257560, 1.749941)  -0.198
F (0.393364, 5.045784, 1.147140)  0.067
C (2.190860, 3.710113, 3.192571)  0.003
C (2.377777, 2.317115, 3.113417)  -0.150
F (1.294643, 1.500617, 3.394063)  0.074
C (3.562216, 1.754443, 2.668007)  0.079
C (4.475732, 2.615473, 2.058639)  -0.213
F (5.640665, 2.085406, 1.539634)  0.039
C (4.244235, 3.986525, 1.899911)  0.068
C (3.133931, 4.515386, 2.528974)  -0.199
F (2.915949, 5.868335, 2.429579)  0.072
H (0.182866, 0.698335, 6.112074)  0.112
C (2.122448, 6.054114, 5.383988)  -0.157
F (3.200906, 5.202923, 5.502292)  0.082
C (2.116745, 7.233266, 6.137492)  0.073
H (-0.904610, 8.467978, 5.031318)  0.136
H (-3.307710, 2.011773, 3.318099)  0.142
H (-1.834851, 4.440117, 0.018452)  0.132
H (3.796873, 0.695369, 2.766285)  0.141
H (4.890996, 4.655956, 1.334221)  0.134
H (2.884635, 7.513337, 6.860883)  0.137
O (2.853557, 1.037090, 7.900922)  -0.057
N (2.452409, -0.113152, 7.523004)  -0.371
C (1.065407, -0.411982, 7.468531)  -0.208
C (0.209954, 0.771797, 7.187507)  -0.116
N (-1.121573, 0.595960, 7.644902)  -0.071
N (-2.137885, 1.540431, 7.540855)  0.011
N (-3.241142, 0.869443, 7.681931)  -0.097
N (-3.029909, -0.489958, 7.785834)  0.018
C (-1.689200, -0.649071, 7.631144)  -0.344
C (-0.891039, -1.805174, 7.388348)  -0.071
C (0.496785, -1.679141, 7.473521)  -0.045
O (3.248715, -1.046350, 7.216340)  -0.056
H (0.632829, 1.701966, 7.512792)  0.115
H (-1.447517, -2.731421, 7.280211)  0.081
H (1.146067, -2.556378, 7.637525)  0.118

Atoms 1-6, force components in eV/Å:
0.0765 -1.9365 -0.5436
-0.3399 0.5930 -0.3604
-0.0233 0.1849 0.0890
-0.5599 -0.1282 -0.1932
1.3699 0.5313 1.2697
-0.0605 0.4938 0.5369

Summary:
HOMO-LUMO gap (eV): 4.6
Charge: -1
LUMO level (eV): 0.9888

---

The records above yield energy relative to the best compared isomer or geometry (same formula, charge and spin) values of 105.44; 14.63; 9.81; 10.67 kcal/mol, respectively.
The records above yield calculated total energy values of -72769.159; -16592.032; -87098.694; -60688.929 eV, respectively.